The following is a DFT calculation (ωB97M-V/def2-TZVPD) of a structure of composition C21H29LaN12O9S8.

Geometry (Å):
La (0.4508, 0.1728, -0.6935)
N (-1.5760, 0.2514, -2.8761)
N (-1.0440, 1.0259, -3.9506)
C (0.2655, 1.5218, -3.7849)
N (0.8611, 1.8197, -5.0217)
N (0.9704, 0.6918, -2.9225)
N (2.1891, 0.9295, -2.6358)
O (2.8995, 1.7097, -3.2425)
O (2.6517, 0.2505, -1.7002)
H (-1.9248, -0.6277, -3.2644)
H (-2.3382, 0.7734, -2.4300)
H (-1.6919, 1.7474, -4.2568)
H (0.3592, 2.5534, -5.5035)
H (1.8251, 2.0982, -4.8446)
N (2.0425, 0.0926, 1.6274)
N (1.4416, -1.0310, 2.2568)
C (0.7287, -0.9156, 3.3788)
N (0.2638, -2.0720, 3.9031)
S (0.4948, 0.5672, 4.1159)
H (3.0117, -0.1865, 1.3887)
H (2.0957, 0.8325, 2.3485)
H (1.9134, -1.9472, 2.0996)
H (0.3382, -2.8943, 3.3075)
H (-0.5822, -2.0214, 4.4470)
S (-1.4429, -0.9015, 1.0995)
C (-2.2102, -2.1225, 0.0966)
C (-3.5045, -2.5023, 0.4467)
C (-4.2141, -3.4169, -0.3050)
C (-3.6238, -3.9826, -1.4246)
C (-2.3282, -3.6445, -1.7643)
C (-1.5933, -2.7189, -1.0232)
S (0.0618, -2.4091, -1.5370)
H (-3.9413, -2.0519, 1.3280)
H (-5.2258, -3.6822, -0.0249)
H (-4.1734, -4.6955, -2.0251)
H (-1.8440, -4.0826, -2.6272)
O (5.4147, -3.4317, 2.0120)
S (4.2840, -2.8291, 1.3417)
O (4.3474, -1.3823, 1.2619)
N (2.8720, -3.2929, 2.0105)
C (2.1930, -4.0935, 1.2008)
S (0.7640, -4.7931, 1.6557)
C (2.7991, -4.2800, -0.1237)
C (2.2847, -4.9691, -1.2087)
C (3.0327, -4.9956, -2.3741)
C (4.2636, -4.3585, -2.4596)
C (4.7672, -3.6489, -1.3775)
C (4.0120, -3.6157, -0.2351)
H (1.3191, -5.4430, -1.1343)
H (2.6505, -5.5252, -3.2339)
H (4.8327, -4.4106, -3.3776)
H (5.7116, -3.1307, -1.4249)
N (0.7536, 4.0178, 2.8522)
C (0.4627, 3.2699, 1.6281)
C (1.7362, 3.1420, 0.8193)
O (2.7189, 3.9206, 1.2473)
O (1.8496, 2.4078, -0.1359)
H (-0.0193, 4.6294, 3.0802)
H (2.3677, 4.3488, 2.0726)
H (0.8641, 3.3637, 3.6232)
H (-0.2457, 3.8061, 0.9811)
H (0.0489, 2.2693, 1.8113)
C (-3.6581, 5.1659, 1.2660)
N (-3.3835, 3.8513, 1.7673)
C (-2.6533, 3.5174, 2.8857)
C (-2.4598, 2.1812, 2.8721)
N (-3.0683, 1.6873, 1.7475)
C (-3.6298, 2.7127, 1.0536)
S (-4.6102, 2.6276, -0.2681)
H (-4.7330, 5.2808, 1.1085)
H (-3.1445, 5.2830, 0.3080)
H (-3.2925, 5.9121, 1.9721)
H (-2.3639, 4.2628, 3.5987)
H (-1.9377, 1.5430, 3.5548)
H (-2.8745, 0.7538, 1.3705)
O (-1.4041, 4.2102, -0.6495)
S (-1.3165, 2.9931, -1.4355)
O (-0.9395, 1.8427, -0.5922)
O (-2.4462, 2.7356, -2.2992)
S (0.2227, 3.3315, -2.7550)

Results
DFT total energy (Eh): -5369.17826
E_LUMO (eV): 4.05
Total charge: -2
Relative energy (zero: lowest compared OMol25 entry of this formula, charge and spin) (eV): 0.0000

These are the Mulliken partial charges, in e, on atoms 1 to 2:
1 La 0.905
2 N -0.187